10
Properties=species:S:1:pos:R:3:forces:R:3:mulliken_charge:R:1 method="wB97M-V/def2-TZVPD" total_charge=0 multiplicity=1 smiles="O=C1CCN1" lumo_energy_ev=0.954 orbital_gap_ev=10.768 homo_ev=-9.8
H 1.672 -0.261 1.106 -0.112 0.045 -0.382 0.264
C 1.131 0.101 0.225 -0.221 -0.006 0.759 -0.408
H 0.531 2.316 -0.193 -0.129 -1.376 1.029 0.235
H -1.848 0.840 -0.239 1.770 -0.793 -0.210 0.251
N -0.818 0.596 -0.298 -1.961 1.779 1.039 -0.227
C 0.273 1.366 0.393 -0.476 1.192 -0.153 -0.312
H 0.079 1.592 1.500 0.071 -0.183 -1.626 0.214
C -0.181 -0.600 -0.138 0.951 -0.125 0.031 0.357
H 1.718 0.107 -0.667 0.775 0.107 -0.402 0.200
O -0.470 -1.745 -0.287 -0.668 -0.639 -0.086 -0.574



45
Properties=species:S:1:pos:R:3:forces:R:3:mulliken_charge:R:1 method="wB97M-V/def2-TZVPD" total_charge=0 multiplicity=1 smiles="CCCC(=O)Nc1ccc(C(=O)/C=C/c2ccc(SC)cc2)cc1" lumo_energy_ev=-0.541 orbital_gap_ev=7.584 homo_ev=-8.1
C 3.652 -3.506 0.276 -0.322 0.277 -0.083 -0.926
H -3.905 0.226 -0.409 -0.070 0.003 0.077 0.431
H -2.191 6.376 0.507 0.013 0.139 0.007 0.332
C -3.064 0.572 -0.993 -0.118 0.178 -0.047 -0.599
C 2.525 -2.708 0.497 0.341 -0.395 0.477 1.026
C -1.881 -0.138 -0.990 0.199 0.022 -0.135 -0.889
C 3.664 -4.229 2.560 0.227 -0.174 -0.005 0.886
S 4.284 -5.136 3.933 0.146 -0.137 0.081 -0.032
H 5.397 -6.707 2.478 0.091 -0.074 -0.060 0.293
C -2.964 4.386 0.171 0.140 0.115 -0.089 -0.025
N -4.410 2.432 -1.710 -0.439 -0.609 -0.087 -0.161
H 1.115 -2.084 2.001 -0.100 0.069 0.032 0.323
H -1.435 5.130 1.501 0.092 0.044 0.079 0.380
O -5.853 4.119 -1.543 -0.209 0.148 0.057 -0.642
H 5.086 -4.859 1.069 0.068 -0.056 0.008 0.322
H 2.118 -3.418 3.793 -0.100 0.047 0.097 0.348
H -5.237 1.846 -1.685 0.068 0.197 -0.026 0.246
C -3.190 1.745 -1.739 0.392 -0.211 -0.008 0.130
H 0.300 -1.004 0.294 -0.035 -0.042 0.132 0.434
O 1.190 -0.404 -2.810 -0.138 0.061 0.151 -0.631
C -0.798 0.296 -1.751 -0.238 0.238 -0.225 0.439
C -3.551 4.692 -1.211 -0.116 -0.004 0.195 -0.628
C 4.217 -4.257 1.285 0.032 -0.095 0.214 -0.340
C -4.697 3.757 -1.524 0.173 0.357 -0.045 0.401
C -2.125 2.154 -2.539 -0.135 0.000 0.058 0.091
H -2.231 3.012 -3.183 -0.029 0.065 -0.051 0.570
C 5.715 -6.032 3.267 -0.486 0.370 0.019 -0.898
H 2.513 -2.027 -1.542 0.000 0.040 -0.088 0.395
H -2.767 4.627 -1.963 0.027 0.045 -0.030 0.210
H -1.815 -1.050 -0.416 0.026 -0.065 0.085 0.487
H -0.122 1.737 -3.168 0.060 0.012 -0.060 0.454
H -3.755 4.468 0.920 -0.029 -0.083 -0.008 0.317
H 6.115 -6.601 4.100 0.025 -0.029 0.031 0.371
C 0.497 -0.435 -1.807 0.150 0.012 -0.329 0.117
C 0.894 -1.156 -0.593 0.564 -0.469 0.178 -0.863
C 1.981 -2.691 1.789 0.094 -0.009 -0.182 -0.604
H 4.091 -3.535 -0.711 0.022 0.022 -0.113 0.331
C -0.949 1.434 -2.542 0.121 -0.130 0.134 -0.910
H -1.027 5.261 -0.210 0.118 0.032 -0.059 0.334
C 2.540 -3.436 2.799 0.070 -0.070 0.033 -0.950
C 1.982 -1.945 -0.600 -0.569 0.485 -0.375 -0.074
H 6.462 -5.328 2.911 0.111 -0.048 -0.052 0.294
H -3.954 5.706 -1.219 -0.015 -0.097 -0.092 0.434
C -1.834 5.349 0.513 -0.160 -0.185 0.031 -1.373
H -2.584 3.362 0.192 -0.062 0.005 0.070 0.147



80
Properties=species:S:1:pos:R:3:forces:R:3:lowdin_spin:R:1 method="wB97M-V/def2-TZVPD" total_charge=+1 multiplicity=2 lumo_energy_ev="-3.291 / -3.291" orbital_gap_ev="4.249 / 5.246" homo_ev="-7.5 / -8.5" s2=0.81
C 2.889 0.058 -3.109 0.199 -0.039 -0.075 0.000
H 6.689 -1.935 -7.315 0.032 -0.013 -0.020 0.000
H 0.573 -1.821 -3.366 0.001 0.039 0.002 0.000
H 0.538 3.345 4.298 0.008 0.015 -0.015 0.000
C -1.503 -0.522 1.561 -0.606 0.218 -0.173 -0.030
C 7.112 0.329 -5.896 0.048 0.045 0.013 0.000
H 1.868 -0.303 -7.254 0.005 -0.009 -0.003 0.000
C -0.693 1.587 -2.442 0.177 -0.089 0.079 0.001
O -1.478 2.028 -3.265 -0.021 0.043 -0.051 0.000
H -1.110 -2.315 -3.356 0.027 -0.059 0.032 0.001
H 2.440 -0.138 5.959 0.002 0.005 0.019 0.000
N 7.653 -1.589 -7.313 -0.087 -0.021 -0.031 0.000
C 7.324 -1.834 -4.894 0.067 -0.111 0.023 0.000
N 1.994 1.203 -5.012 -0.081 -0.016 0.107 0.003
C 2.114 1.704 -6.358 -0.011 0.029 -0.056 0.000
H 9.230 -1.523 -5.954 0.002 -0.027 0.020 0.000
H 6.767 -2.742 -4.669 0.010 0.025 0.010 0.000
H 8.568 0.292 -7.546 -0.019 0.020 -0.007 0.000
H 8.542 -3.138 -6.177 -0.010 0.008 0.022 0.000
H -2.995 -2.409 -2.442 0.005 0.010 0.007 0.004
C 1.764 -0.254 3.960 -0.034 0.125 0.018 -0.001
C 3.029 0.494 -4.431 0.048 -0.048 0.020 0.001
C 0.909 1.688 -7.241 0.034 -0.003 -0.013 0.000
C -0.117 -2.582 -3.000 -0.015 0.006 -0.040 0.002
H -1.741 0.014 2.476 -0.198 0.158 -0.177 0.000
C 2.038 0.735 -7.506 -0.008 0.026 0.016 0.000
H 2.793 2.545 -6.450 -0.021 -0.001 -0.007 0.000
H 6.469 1.200 -5.966 -0.021 -0.011 0.003 0.000
C 3.926 -0.665 -2.517 0.011 0.041 -0.084 0.001
H 0.163 -3.539 -3.446 0.044 0.014 -0.004 0.000
H -4.472 -0.534 -2.882 0.017 -0.011 -0.024 -0.002
H 3.822 -0.985 -1.489 -0.012 -0.005 0.026 0.000
C 0.905 2.331 4.222 -0.060 -0.014 -0.132 0.001
C 5.069 -0.929 -3.220 -0.042 0.057 0.052 0.000
H 2.058 -1.267 3.735 0.012 -0.006 0.009 0.000
C -4.001 0.549 -1.065 0.054 0.027 0.199 0.146
H -4.703 1.342 -1.268 0.004 0.019 0.002 0.009
C 5.233 -0.513 -4.545 -0.113 -0.013 -0.065 0.001
H 7.908 -1.567 -4.008 -0.012 -0.016 -0.044 0.000
H -0.601 -4.039 0.124 0.021 -0.006 0.015 0.001
H 0.973 -2.565 -1.162 -0.035 -0.021 -0.005 0.000
O -0.710 -1.571 -0.843 0.023 0.331 -0.239 0.027
C -3.845 -0.535 -1.999 0.100 -0.180 -0.008 0.007
H 6.875 0.202 -8.082 -0.006 0.015 0.029 0.000
H 0.774 2.532 -7.902 -0.005 0.000 -0.006 0.000
H -1.550 -4.284 -1.352 -0.010 0.032 0.003 0.000
O -0.913 1.570 -1.180 -0.175 -0.044 -0.128 0.009
S -0.118 2.323 1.658 0.160 0.293 0.218 0.043
C -3.012 -1.561 -1.770 -0.059 0.191 -0.118 0.080
O 1.110 -0.316 1.767 -0.048 0.008 -0.004 0.019
C -2.139 -1.604 -0.563 -0.115 -0.289 0.286 0.044
C 1.522 1.714 5.272 0.036 -0.058 0.086 -0.001
C 7.577 -0.086 -7.301 0.038 -0.027 -0.013 0.000
H -0.005 1.273 -6.844 -0.008 0.000 0.012 0.000
C -0.067 -2.681 -1.478 0.171 -0.144 0.071 0.004
H -1.102 -1.516 1.748 0.199 0.097 0.063 -0.001
H -2.309 -2.540 -0.013 -0.060 0.050 -0.088 0.012
C 0.667 1.117 -2.986 0.071 -0.084 0.084 0.001
C 8.303 -2.085 -6.056 0.027 -0.010 -0.053 0.000
N 1.159 0.382 2.930 0.074 0.090 -0.196 -0.001
H 2.675 0.911 -8.362 0.005 -0.007 -0.006 0.000
C -2.331 -0.455 0.404 -0.009 -0.168 0.171 0.178
O 1.616 -0.126 -1.168 0.207 0.405 -0.313 0.016
C 1.961 0.385 5.146 -0.021 0.014 -0.021 0.000
H 8.123 -1.931 -8.150 0.026 0.023 0.024 0.000
Cl -3.593 1.783 1.266 0.044 0.044 -0.003 -0.017
C -3.304 0.536 0.095 -0.210 0.012 0.046 -0.024
C 0.893 1.494 -4.272 0.061 -0.016 -0.026 0.002
H 0.120 2.068 -4.763 0.000 0.000 -0.019 0.000
H 7.973 0.611 -5.275 -0.005 -0.002 -0.010 0.000
H 1.659 2.244 6.204 0.009 0.007 0.004 0.000
C 4.198 0.192 -5.140 0.034 -0.079 0.064 0.000
H 0.128 -4.806 -1.286 0.012 0.003 -0.020 0.001
F 6.077 -1.589 -2.602 -0.050 0.016 0.055 0.000
C -0.563 -4.026 -0.965 -0.070 0.002 -0.022 0.002
Ir -0.111 0.492 0.366 0.409 -0.851 0.152 0.447
C 0.700 1.655 3.000 0.086 -0.243 0.178 0.005
C 1.684 0.341 -2.314 -0.391 0.028 0.153 0.008
H 4.279 0.486 -6.176 0.038 0.002 -0.018 0.000
N 6.394 -0.797 -5.315 -0.010 0.145 -0.056 0.000



113
Properties=species:S:1:pos:R:3:forces:R:3:mulliken_charge:R:1 method="wB97M-V/def2-TZVPD" total_charge=0 multiplicity=1 lumo_energy_ev=0.006 orbital_gap_ev=8.600 homo_ev=-8.6
C -2.062 4.433 -1.361 -0.773 -1.136 -0.609 0.929
H -0.735 1.299 3.870 -0.507 -0.154 -1.136 0.021
N -4.193 0.720 -3.077 -4.539 0.201 -1.604 -0.443
N 2.882 -4.752 0.372 1.568 -3.321 3.881 -0.429
H 0.148 -2.355 -5.360 -0.759 0.121 -0.142 0.346
N -3.748 -2.016 -3.202 -4.907 1.733 -0.081 -0.347
H -4.652 -2.539 -3.239 1.452 0.607 0.127 0.254
H 3.223 0.819 3.725 -0.572 0.440 0.380 0.148
C 3.833 -0.586 -1.471 -3.350 -1.311 1.015 -0.512
H -4.143 2.241 2.956 -1.013 -0.205 0.273 0.437
C -2.456 -2.901 1.928 1.137 -1.631 1.454 -0.623
N 2.141 3.413 0.109 1.262 -2.733 -1.503 -0.163
C 1.096 4.048 0.608 -3.149 -4.372 4.372 0.165
O 0.197 2.252 -2.121 -0.898 -0.032 0.076 -0.480
H 3.748 -1.689 -1.765 1.425 1.477 0.844 0.021
O 4.599 -0.198 -0.337 0.558 -3.741 -0.765 -0.497
C 0.912 -2.704 -4.689 0.445 -1.662 -1.653 -0.617
H 3.319 -1.779 1.250 1.033 0.090 -1.061 0.016
O -0.809 0.526 5.653 -2.588 -3.067 1.525 -0.622
H 4.203 2.106 2.809 -0.109 0.121 0.736 0.416
O 0.630 -4.055 0.049 6.727 -1.488 -2.727 -0.493
H -2.183 -3.562 -0.125 -0.065 0.621 -0.330 -0.112
H 1.927 0.074 0.760 -0.524 0.858 -0.124 -0.360
C 2.174 -2.191 2.638 -0.319 0.334 0.825 -0.206
O 2.501 -1.401 1.527 0.278 0.368 -0.604 -0.299
O -3.274 1.520 -1.076 0.831 -2.880 -6.699 -0.617
H 0.884 -1.893 4.389 0.398 0.114 -1.083 0.457
H 1.423 -0.458 3.701 0.617 1.057 -0.209 -0.044
H 3.399 -3.770 -1.950 -1.786 -0.788 1.731 0.326
H -2.120 3.894 -2.306 0.271 -0.203 -0.156 0.030
H 2.480 -5.091 1.296 0.779 0.580 -1.741 0.305
H -1.372 -2.686 2.102 -0.609 -0.958 0.339 0.015
H 2.741 -0.448 -1.217 0.764 0.086 -0.126 0.057
H -4.165 0.431 -4.072 -0.035 0.815 0.990 0.307
H 3.945 0.027 -2.320 0.864 0.635 -1.204 0.546
N 2.411 -3.851 -1.564 -0.175 2.014 -4.930 -0.319
H -1.956 1.975 4.908 -0.522 -0.504 -0.574 0.396
H -0.134 -4.351 -4.037 0.553 1.554 0.685 0.308
H -0.466 5.255 -0.604 -0.282 0.099 -0.103 0.355
C 0.016 0.489 0.530 -1.025 1.760 -1.493 1.652
H 1.344 2.985 -3.728 -0.121 -0.515 0.628 0.229
C -2.646 -3.864 0.809 2.175 -1.010 -0.543 -0.008
H 1.857 5.742 -0.219 -0.455 -0.056 0.599 0.126
H 6.062 0.483 2.800 0.365 0.117 -0.176 0.318
H -2.629 3.080 3.176 -0.967 0.815 -0.644 0.089
C 1.923 -4.287 -0.426 -5.674 2.058 2.663 0.237
H 5.597 -1.499 3.138 -1.091 1.070 1.800 0.340
H 1.671 -3.186 -5.363 -0.634 -0.161 0.638 0.392
H 3.866 0.587 2.121 -0.638 -0.136 -0.198 0.038
C -3.127 0.984 -2.368 -0.516 4.380 8.530 0.049
C 1.578 -1.602 -4.003 -0.207 1.903 1.668 -0.861
C -3.443 5.105 -1.255 0.362 -0.352 -0.660 -1.336
H -1.124 1.208 -2.548 -0.519 -0.204 -0.190 -0.084
H -2.357 -1.086 4.263 0.748 -0.453 -0.355 0.350
H -2.842 2.157 1.725 -1.198 1.019 0.712 0.141
C -2.645 -2.716 -3.095 0.676 -6.936 -1.514 0.740
H -4.033 -5.134 0.630 -0.367 0.877 -0.170 0.356
H -2.747 -1.932 1.705 -1.545 1.794 -0.482 0.218
H -1.913 3.654 -0.620 -0.096 0.119 0.415 -0.236
H -4.236 4.399 -0.911 0.756 0.277 -0.674 0.115
H 1.313 1.197 -3.518 -0.386 0.436 0.344 0.063
C 1.112 -1.420 3.379 0.539 -1.906 3.370 -0.392
O 0.395 -3.576 -3.673 0.261 -1.229 -1.258 -0.580
H 2.186 2.164 -2.332 0.011 0.064 -0.587 0.157
C 5.314 0.359 3.576 -0.507 1.839 -1.987 -0.674
H 0.416 2.879 -1.419 -0.348 -0.134 0.015 -0.005
H 2.403 -2.029 -3.433 -0.100 0.343 0.361 0.161
H -1.487 -0.795 -0.429 1.339 0.088 0.793 0.041
H -0.009 -1.563 0.309 0.244 -0.860 -1.067 -0.012
H -3.864 -0.925 -3.095 0.479 -3.769 0.233 0.247
H 2.843 3.890 -0.524 -1.431 -1.123 1.362 0.237
C -2.579 -0.053 4.100 0.802 2.858 -0.575 -0.952
H 2.052 -0.853 -4.651 -0.423 -0.236 -0.121 0.622
H -3.654 5.524 -2.264 -0.307 -0.135 0.770 0.353
C 1.282 2.160 -2.970 1.798 0.085 -0.693 -0.408
H 1.740 -3.442 -2.267 0.603 -1.072 1.390 0.103
H 0.150 -1.333 2.984 -1.284 -0.001 -1.433 -0.332
O -0.912 5.260 -1.456 -0.258 0.395 0.001 -0.627
O 0.114 3.482 1.357 4.280 2.629 -3.668 -0.514
N -1.598 -1.953 -2.999 4.789 -0.500 0.227 0.462
H -0.074 -0.598 -1.369 0.719 -0.523 1.161 -1.617
N -1.969 0.718 -2.915 1.634 0.392 -1.467 -0.003
H -5.139 1.001 -2.683 2.017 -0.584 -0.664 0.280
H 4.553 0.712 -0.276 -0.198 2.900 0.254 0.287
O -3.963 3.996 1.744 -0.072 -0.430 0.551 -0.536
N 1.213 5.312 0.440 -2.136 5.859 1.108 -0.454
C -3.440 2.853 2.439 2.529 -0.882 -1.607 -0.436
H 3.087 -2.403 3.226 -0.442 0.563 0.207 0.467
C -1.521 1.013 4.566 0.351 0.322 0.176 0.033
H -4.690 3.744 1.142 0.736 -0.222 0.608 0.295
H -0.588 1.337 0.174 0.585 0.029 -0.206 -1.072
H -0.352 0.462 1.539 0.426 -0.589 0.868 -0.653
O -3.986 -4.160 0.638 -1.609 -1.280 -0.150 -0.530
H 1.988 2.367 0.229 0.772 0.635 -0.501 0.030
O 1.410 0.859 0.421 -0.075 -1.568 0.475 1.052
H -0.626 -2.417 -3.023 -2.556 0.625 0.375 -0.371
H 0.557 5.861 1.050 1.206 -0.318 -1.253 0.333
H 0.809 -1.082 -3.319 1.565 -0.595 -0.790 0.077
H -3.430 5.883 -0.533 0.012 0.902 0.642 0.439
H -2.088 -4.811 0.984 -0.144 0.499 0.399 0.353
H -3.472 0.139 4.634 -1.011 0.164 0.824 0.537
O -2.574 -4.096 -3.250 -0.429 6.264 0.788 -0.808
H 3.708 -5.368 0.075 -1.995 1.548 0.114 0.245
H 0.003 0.887 5.837 2.698 1.686 0.117 0.295
C -0.351 -0.727 -0.291 -1.692 0.610 -0.176 1.819
H 5.636 0.910 4.389 0.992 0.743 2.134 0.408
H -1.667 -0.952 -2.889 -0.037 -0.821 0.468 0.213
H -2.029 0.382 -3.890 0.595 0.825 0.734 0.434
O 5.165 -0.969 3.885 0.668 -2.859 -1.361 -0.517
H 1.881 -3.146 2.262 -0.935 -0.748 -0.041 0.024
C 4.042 1.061 3.080 1.021 -1.180 -1.311 -0.420
H -3.030 -3.364 2.797 1.042 1.093 -0.651 0.291
H -2.827 0.276 3.077 0.151 -0.941 0.054 0.022



In eV, the energy values for the records above are, in order, -6728.9602; -37501.5325; -78854.4217; -63491.1754.